Entry 1:
This record from the Open Molecules 2025 dataset describes one molecule with the formula C6H8OS at a distorted geometry. The level of theory is ωB97M-V/def2-TZVPD.

Computed properties:
Kohn-Sham gap (eV): 7.4929
Highest occupied orbital energy (eV): -8.712
SMILES: C/C(C=O)=C(\C)C=S
Energy above the lowest of the compared OMol25 structures with the same formula, charge and spin (eV): 4.077

The geometry in ORCA input format:
```
! wB97M-V def2-TZVPD RIJCOSX def2/J DEFGRID3
* xyz 0 1
C 1.7812 -0.5005 0.2505
C -1.0889 -0.7563 1.2855
H -2.6433 1.2763 0.3634
H 0.0997 1.3724 -2.1394
C -0.5929 0.1840 0.1751
O -2.0647 0.7922 -1.5230
H -0.9566 -1.7418 1.3853
C 0.6063 0.0833 -0.4035
S 2.4771 0.6952 -2.3557
C 1.0306 0.8055 -1.6577
H 2.4382 -1.1640 -0.4770
H 2.4044 0.5224 0.7262
H 1.3661 -1.2632 1.0418
C -1.7799 0.7693 -0.2471
H -2.2423 -0.8179 1.2613
H -0.8350 -0.2568 2.3142
*
```



Entry 2:
This record from the Open Molecules 2025 dataset describes C11H25ClNO6P2Pd as an isolated structure at a distorted geometry. The level of theory is ωB97M-V/def2-TZVPD.

Computed properties:
Kohn-Sham gap (alpha / beta) (eV): 5.0998 / 4.5048
Highest occupied orbital energy (alpha / beta) (eV): -8.551 / -11.923
⟨S²⟩: 6.023

The geometry in ORCA input format:
```
! wB97M-V def2-TZVPD RIJCOSX def2/J DEFGRID3
* xyz 1 5
H -2.6254 -0.6799 -3.1075
H -1.6264 0.7062 -4.9329
C 1.8248 2.5550 -1.2545
C 0.0163 2.0935 -4.5764
H 0.0405 2.4873 -5.5878
H 3.8965 -0.1266 0.5337
Pd 0.3604 -0.1331 -0.3276
H 3.7082 0.1304 -1.2331
C -0.9640 0.6388 -2.8939
H -0.9215 -4.4026 -4.8978
P 2.0620 1.3161 0.0688
O 0.9800 -5.3950 -0.8026
H -2.4684 -2.1264 0.9529
O 1.1008 -0.1413 3.8205
O -0.9235 -0.5846 5.0276
H 2.9755 2.8547 1.6703
Cl -0.3618 -0.1117 3.7803
H 1.1793 2.7485 1.7629
H -3.4926 0.5974 1.0625
C 0.8848 2.0493 -2.3312
C -2.4754 -2.1009 -0.1432
H 0.2026 -3.3998 -4.6526
H -3.4191 1.6325 -0.4090
H 0.2638 -5.9048 -0.3955
H 2.1588 1.4401 2.4611
C 2.1097 2.1769 1.6454
O -0.8206 -1.0170 2.6822
C 3.7006 0.6195 -0.2487
H -1.6818 -2.7437 -0.5393
H 1.4294 3.4702 -0.7828
H -3.4461 -2.4279 -0.5347
C 0.8944 2.5933 -3.6143
H 4.4608 1.4131 -0.2129
H 1.5980 3.3931 -3.8168
H 0.3965 -0.8356 1.1686
O -0.8217 1.2398 3.4692
C -0.9099 1.1197 -4.2322
N 0.0405 1.0560 -2.0445
H -4.5078 0.2045 -0.3802
H 2.7995 2.7900 -1.6998
C -3.5449 0.6077 -0.0357
H 1.0305 -4.6122 -0.2524
H 1.0012 -1.2485 0.8067
C -1.9599 -0.2077 -2.3809
O -0.7588 -3.4647 -4.7844
P -2.1848 -0.4158 -0.6482
H -1.2034 0.1440 0.3473
*
```



Entry 3:
This record from the Open Molecules 2025 dataset describes a 2-piece molecular cluster, C10H16O overall at a distorted geometry. The level of theory is ωB97M-V/def2-TZVPD.

Computed properties:
Kohn-Sham gap (eV): 9.4316
Highest occupied orbital energy (eV): -8.698
SMILES: CC#CCC(C)=O.C=C(C)C
Energy above the lowest of the compared OMol25 structures with the same formula, charge and spin (eV): 4.686

The geometry in ORCA input format:
```
! wB97M-V def2-TZVPD RIJCOSX def2/J DEFGRID3
* xyz 0 1
C 0.1836 -0.7785 -1.1484
H 1.8455 -1.5828 -2.1710
C 0.5182 1.9993 0.9618
C 0.9159 -3.0684 -0.8575
H 0.7461 1.2472 3.1701
H -1.9231 1.4367 -1.0593
H -0.4186 0.4873 2.2294
H -0.1377 3.7092 2.1636
C -2.1441 0.5191 -0.6588
H -2.3242 0.7599 0.3927
O 1.7037 -3.7064 -0.2194
C -0.2868 3.2691 1.1730
H -0.4353 -4.4640 -1.6512
H -0.9817 -2.6095 -1.7616
H 1.1664 2.3674 -0.9439
C -0.8315 -0.2329 -0.7405
H 1.2665 0.1329 1.8479
H -1.3435 2.9505 1.0827
H 0.0660 3.9479 0.4407
C -0.5201 -3.4747 -1.1621
H 1.8012 0.7493 -0.2137
C 1.3186 -1.6023 -1.2410
C 1.3586 1.7132 -0.0477
H 2.0712 -1.2843 -0.4370
H -3.1304 0.1038 -1.1006
H -1.0452 -3.5045 -0.1911
C 0.5606 0.9156 2.1428
*
```



Entry 4:
This record from the Open Molecules 2025 dataset describes C37H29BFN7ORe as an isolated structure. The level of theory is ωB97M-V/def2-TZVPD.

Computed properties:
Kohn-Sham gap (alpha / beta) (eV): 6.2379 / 5.8343
Highest occupied orbital energy (alpha / beta) (eV): -8.075 / -8.078
⟨S²⟩: 3.786
Energy above the lowest of the compared OMol25 structures with the same formula, charge and spin (eV): 1.056

The geometry in ORCA input format:
```
! wB97M-V def2-TZVPD RIJCOSX def2/J DEFGRID3
* xyz 0 4
C 4.0323 -0.4358 -2.3469
C 0.1567 -3.4863 -1.4847
H 0.3141 -4.4287 -0.9541
H 0.4157 -2.7062 5.1093
C -5.7401 4.4950 -0.4296
C 0.7461 -0.9709 3.7666
C -2.5435 1.4555 -0.4831
C -8.0051 4.8446 0.4454
C -2.4340 0.5857 -2.5577
C -1.2559 0.3220 -1.8498
H -0.6555 -3.6317 -2.1995
C 1.4276 1.5812 0.4556
N 0.6025 -0.5069 2.7105
H 1.0676 -3.2355 -2.0180
N -1.3063 0.8268 -0.6093
C -2.5186 3.2536 2.8707
H 2.7662 3.1754 -2.2593
H 4.1399 3.1889 1.7796
C -3.7557 -2.3199 1.6820
H 5.1062 0.1308 -4.1143
C 3.4062 2.8665 1.0531
H -5.9232 5.2642 -1.1671
H -7.2904 2.9196 2.1418
H 0.3288 1.8649 3.7050
B 0.8624 -1.5808 5.1868
F 4.5334 4.0897 -0.6089
C 6.3105 0.3315 -2.3509
H -2.2177 -4.1999 -0.6685
C -5.2841 2.5346 1.4842
C -6.7369 4.1612 0.4831
H -2.8559 -0.5423 2.4988
C -3.2520 1.2889 -1.6950
O 2.9285 -1.0551 1.0613
H -0.3816 -0.2078 -2.1981
N 0.6714 -1.4310 -0.2434
H 5.2490 -0.3582 0.7988
C -0.1692 -2.3916 -0.5235
N 1.8231 -1.3961 -0.9150
H -3.7396 4.1078 -1.0836
H 0.1687 -0.8819 5.9000
C 2.3635 2.0254 1.3994
C -3.5551 -3.3574 0.7810
H 2.3074 1.6736 2.4219
C 5.1456 0.0174 -3.0383
H -2.6428 0.2923 -3.5726
C -6.5092 3.1755 1.4394
C -2.2415 2.3394 1.8201
C 4.0778 -0.5730 -0.9632
H 7.2658 0.4434 -0.4330
H -1.3515 3.7386 4.6753
H 2.0249 -1.5734 5.5153
H -5.1027 1.7705 2.2288
C -0.5911 2.2103 3.2626
C -4.5220 3.8412 -0.3856
C -2.9641 2.1730 0.6441
C -1.4365 -2.4007 0.2015
N -9.0150 5.3902 0.4161
H -4.2482 1.6471 -1.8921
C 1.5931 2.0111 -0.8643
C 2.8874 -1.0126 -0.1641
H -4.3011 -4.1323 0.6648
N -1.6427 -1.4107 1.0845
Re -0.0793 0.2139 0.9903
C -2.3925 -3.4012 0.0359
H -4.6520 -2.2529 2.2805
H 0.9099 1.6911 -1.6390
H -3.3726 3.9083 2.9202
C -2.7672 -1.3658 1.7997
C 6.3589 0.1961 -0.9695
C 5.2444 -0.2535 -0.2781
C -1.4799 3.1730 3.7683
H 7.1808 0.6817 -2.8913
C 3.5198 3.2684 -0.2643
H 3.1182 -0.6806 -2.8698
N -1.0257 1.7125 2.1047
C -4.2828 2.8579 0.5715
C 2.6353 2.8532 -1.2352
*
```



| no. | total energy (a.u.) |
| --- | --- |
| 1 | -706.6963 |
| 2 | -2210.3520 |
| 3 | -465.7256 |
| 4 | -2088.8628 |